1.
Here is C4H5LiO2Yb as an isolated structure at a distorted geometry from OMol25. Energies are from the ωB97M-V functional and the def2-TZVPD basis.

Properties
Relative energy (zero: lowest compared OMol25 entry of this formula, charge and spin) ... 458.9 kJ/mol
Charge ... +2
Orbital gap ... 5.98 eV
Molecular weight ... 265.06 u
Highest occupied orbital energy ... -0.57128 hartree
E ... -1471.313355 Ha

```
13
Properties=species:S:1:pos:R:3:forces:R:3
H -0.13053 -1.03693 -1.90769 -0.9560 -0.2929 0.7489
C 0.14591 -1.01405 -0.24693 2.7971 0.6654 -2.1600
C -0.22416 -0.59000 1.14569 -1.7425 -1.0024 0.8134
C -0.23486 0.94068 1.18775 0.5267 0.6244 0.2072
C -0.57053 1.51416 -0.15908 -0.8519 -1.5316 -1.5162
O -0.98018 0.49616 -0.85846 0.3798 2.3581 -1.1202
O 1.31860 -1.17876 -0.50962 0.4729 -0.2422 0.5410
Li 2.29982 -1.32558 -2.16355 -0.1905 -0.4601 0.6068
Yb -0.64620 1.56514 -3.06071 -0.5805 -0.4524 2.1219
H 0.46534 -1.03940 1.87557 0.1026 0.2095 -0.5859
H -1.20046 -1.04275 1.37210 0.0487 0.4572 0.0143
H 0.75023 1.36007 1.45271 -0.3394 -0.2150 0.2692
H -0.99298 1.35124 1.87223 0.3330 -0.1181 0.0596
```
Forces are in eV/Å.

---

2.
Here is C4H5LiO6Rh as an isolated structure at a distorted geometry from OMol25. Energies are from the ωB97M-V functional and the def2-TZVPD basis.

Properties
Orbital gap (alpha / beta) ... 5.43 / 6.67 eV
Molecular weight ... 258.93 u
2S+1 ... 6
Highest occupied orbital energy (alpha / beta) ... -0.21189 / -0.36487 hartree
E ... -724.766671 Ha

```
17
Properties=species:S:1:pos:R:3:forces:R:3
O -1.52206 1.64815 0.28433 -0.3199 -0.4012 0.1886
C -0.29424 2.01648 -0.34571 0.4008 0.3107 -0.4558
C 0.85300 1.28453 0.34806 0.2395 0.3901 -0.3572
O 0.52972 -0.03309 0.71704 -0.8161 -1.8358 0.1724
C 0.52833 -1.07793 -0.34685 0.7607 3.1505 -1.2577
O -0.22468 -0.71962 -1.34804 0.1110 -1.1330 1.4039
O 1.74767 -1.55462 -0.51744 -1.3583 2.6795 -1.3064
H -2.22249 2.24353 0.00803 0.0055 0.1262 -0.0329
H -0.13003 3.10054 -0.25279 -0.0291 -0.2562 -0.0418
H -0.34190 1.74713 -1.40772 0.0658 0.0834 0.1717
H 1.10063 1.80285 1.28590 -0.0798 -0.2824 -0.2267
H 1.73821 1.30457 -0.30916 -0.2064 0.0470 0.1874
O -0.02564 -3.61135 0.25123 -0.7614 2.1802 -0.3071
C -0.44375 -2.41158 0.41985 -4.4957 -3.1986 0.6584
O -1.59865 -2.18825 0.85228 2.5285 1.8314 -0.9288
Li -1.62777 -0.33778 0.02893 -0.0051 0.1365 0.2712
Rh 1.93365 -3.21358 0.33207 3.9599 -3.8284 1.8609
```
Forces are in eV/Å.

---

3.
Here is C4H5N in the gas phase from OMol25. Energies are from the ωB97M-V functional and the def2-TZVPD basis.

Properties
Relative energy (zero: lowest compared OMol25 entry of this formula, charge and spin) ... 488.6 kJ/mol
Orbital gap ... 8.47 eV
Molecular weight ... 67.09 u
Highest occupied orbital energy ... -0.28300 hartree
E ... -209.977654 Ha

```
10
Properties=species:S:1:pos:R:3:forces:R:3
C -0.80692 -1.95034 -0.87250 0.0833 0.4461 0.1758
C -0.62363 -0.85291 -0.40760 -0.0711 -0.5117 -0.0813
C -0.38022 0.43328 0.22622 -0.1376 0.0705 -0.1511
C 0.71546 0.68988 1.22092 0.0874 -0.3147 -0.0548
N 0.84402 1.09741 -0.28114 0.1752 0.1851 -0.1263
H -0.96690 -2.92638 -1.27640 0.0186 0.1956 0.0664
H -1.25394 1.08820 0.24221 0.1623 -0.1551 0.0054
H 1.32008 -0.22636 1.27701 -0.1098 0.0955 0.0571
H 0.81845 2.09449 -0.44240 -0.0530 -0.1078 -0.1032
H 1.37587 0.56896 -0.96944 -0.1552 0.0965 0.2120
```
Forces are in eV/Å.

---

4.
Here is C4H5N in the gas phase at a distorted geometry from OMol25. Energies are from the ωB97M-V functional and the def2-TZVPD basis.

Properties
Relative energy (zero: lowest compared OMol25 entry of this formula, charge and spin) ... 104.0 kJ/mol
Orbital gap ... 10.89 eV
Molecular weight ... 67.09 u
Structure (SMILES) ... C=C(C)C#N
Highest occupied orbital energy ... -0.37988 hartree
E ... -210.124139 Ha

```
10
Properties=species:S:1:pos:R:3:forces:R:3
C 0.26605 1.05821 -0.61748 0.1085 -2.3542 -0.4578
C -0.06331 -0.18956 0.29845 0.6247 0.5464 -1.8335
C -1.24455 -0.81708 0.27963 0.1616 1.3575 -1.8310
C 1.14438 -0.77340 0.89664 0.1098 -0.1563 0.4329
H 1.17510 0.87205 -1.24879 -0.9737 -0.0878 0.4256
H 0.53877 1.81881 0.02308 0.6711 1.8428 1.4576
H -0.56209 1.44851 -1.21917 0.0239 -0.6050 0.1226
H -1.40553 -1.70770 0.82697 -0.3239 -0.6775 0.4507
H -1.98549 -0.46750 -0.51256 0.7617 -0.4581 1.6157
N 2.13669 -1.24235 1.27323 -1.1636 0.5923 -0.3827
```
Forces are in eV/Å.